Below is a single C5H6ClN3O molecule at a distorted geometry, with properties calculated with ωB97M-V with the def2-TZVPD basis set.

Summary:
E_tot = -24319.5436 eV
energy relative to the best compared isomer or geometry (same formula, charge and spin) = 1.801 eV
multiplicity = 1
SMILES = Cn1cncc1[C@@H](Cl)N=O
orbital gap = 8.70 eV

Each line ends with the natural charge from an NBO analysis.
Positions of all 16 atoms, in Å:
1 C -0.82 -0.88 -0.12  -0.41
2 N -0.24 0.38 0.27  -0.34
3 C -0.90 1.48 0.69  0.18
4 N -0.09 2.46 0.98  -0.45
5 C 1.16 2.01 0.76  -0.06
6 C 1.08 0.72 0.29  0.08
7 C 2.29 -0.33 -0.06  -0.16
8 Cl 3.73 0.56 -0.52  0.02
9 N 2.36 -0.84 1.27  0.14
10 O 1.72 -1.86 1.48  -0.31
11 H -0.52 -1.13 -1.15  0.21
12 H -0.49 -1.68 0.55  0.23
13 H -1.90 -0.80 -0.08  0.22
14 H -1.97 1.53 0.77  0.20
15 H 2.03 2.61 0.91  0.22
16 H 1.98 -1.03 -0.85  0.23



Below is a molecular structure, C5H6ClNO at a distorted geometry, with properties calculated with ωB97M-V with the def2-TZVPD basis set.

Summary:
E_tot = -21340.1321 eV
energy relative to the best compared isomer or geometry (same formula, charge and spin) = 2.350 eV
multiplicity = 1
orbital gap = 10.53 eV

Each line ends with the natural charge from an NBO analysis.
Positions of all 14 atoms, in Å:
1 C -0.49 -0.41 -1.05  -0.16
2 C -0.93 -0.78 0.29  -0.45
3 C 0.03 0.09 1.12  -0.17
4 C 0.66 0.59 -0.73  -0.16
5 C 1.33 -0.23 0.53  0.56
6 H -0.14 -1.24 -1.60  0.22
7 H -2.01 -0.64 0.54  0.25
8 H -0.87 -1.83 0.31  0.23
9 H -0.14 0.12 2.16  0.22
10 H 0.71 2.03 0.61  0.37
11 H 1.20 1.09 -1.45  0.22
12 N 0.01 1.38 0.33  -0.55
13 O 2.43 -0.63 0.95  -0.51
14 Cl -1.77 0.46 -2.01  -0.07



Below is a single C5H6ClNO molecule at a distorted geometry, with properties calculated with ωB97M-V with the def2-TZVPD basis set.

Summary:
E_tot = -21338.3646 eV
energy relative to the best compared isomer or geometry (same formula, charge and spin) = 4.118 eV
multiplicity = 1
SMILES = C#CCC/C(O)=N/Cl
orbital gap = 9.68 eV

Each line ends with the natural charge from an NBO analysis.
Positions of all 14 atoms, in Å:
1 C 1.07 2.16 -1.41  -0.23
2 C 0.19 1.51 -0.92  0.00
3 C -0.95 0.61 -0.78  -0.48
4 C -0.90 -0.31 0.43  -0.46
5 C 0.40 -1.09 0.77  0.54
6 O 0.29 -2.19 1.50  -0.64
7 N 1.46 -0.53 0.34  -0.47
8 Cl 3.07 -1.07 0.75  0.09
9 H 1.89 2.85 -1.46  0.23
10 H -1.88 1.37 -0.86  0.25
11 H -1.08 0.00 -1.68  0.24
12 H -1.66 -1.14 0.21  0.21
13 H -1.34 0.15 1.35  0.24
14 H -0.56 -2.32 1.76  0.48



Below is a gas-phase ion, C5H6ClO2S (charge -1) at a distorted geometry, with properties calculated with ωB97M-V with the def2-TZVPD basis set.

Summary:
E_tot = -32734.1804 eV
net charge = -1
energy relative to the best compared isomer or geometry (same formula, charge and spin) = 2.835 eV
multiplicity = 1
orbital gap = 7.00 eV

Each line ends with the natural charge from an NBO analysis.
Positions of all 15 atoms, in Å:
1 C -1.11 -2.16 -0.58  -0.43
2 C -0.27 1.30 0.27  -0.19
3 C -0.22 -0.01 0.03  -0.28
4 C -1.22 -0.90 -0.17  0.03
5 C 0.83 2.21 0.52  -0.64
6 O 1.65 -1.25 -1.53  -1.04
7 O 1.61 -2.09 0.77  -1.02
8 S 1.64 -0.90 -0.10  1.51
9 Cl -2.96 -0.21 0.08  -0.23
10 H -2.03 -2.76 -0.55  0.21
11 H -0.06 -2.36 -0.98  0.28
12 H -1.20 1.70 0.36  0.19
13 H 0.45 3.19 0.81  0.19
14 H 1.48 2.33 -0.30  0.22
15 H 1.41 1.92 1.38  0.22



Below is a molecular structure, C5H6EuO4 at a distorted geometry, with properties calculated with ωB97M-V with the def2-TZVPD basis set.

Summary:
E_tot = -32779.5263 eV
net charge = +2
energy relative to the best compared isomer or geometry (same formula, charge and spin) = 1.733 eV
multiplicity = 8
orbital gap (alpha / beta) = 8.39 / 8.66 eV

Each line ends with the Mulliken charge.
Positions of all 16 atoms, in Å:
1 O 2.82 1.19 -0.75  -0.76
2 C 2.19 0.39 -0.02  0.84
3 O 2.74 -0.22 0.93  -0.75
4 O 0.89 0.20 -0.27  -0.20
5 C 0.08 -0.32 0.76  -0.73
6 C -1.38 -0.38 0.31  0.08
7 Eu 5.26 0.83 0.42  1.71
8 H 0.18 0.27 1.67  0.40
9 H 0.38 -1.35 0.99  0.42
10 H -1.90 -1.00 1.05  0.51
11 H -1.73 -1.55 -1.51  0.43
12 C -1.82 1.19 -0.09  0.43
13 C -1.77 -0.51 -1.16  -1.21
14 O -2.11 2.26 -0.02  -0.03
15 H -2.75 -0.92 -0.41  0.42
16 H -1.07 -0.09 -1.90  0.44



Below is a single C5H6F2 molecule at a distorted geometry, with properties calculated with ωB97M-V with the def2-TZVPD basis set.

Summary:
E_tot = -10715.4588 eV
energy relative to the best compared isomer or geometry (same formula, charge and spin) = 0.433 eV
multiplicity = 1
SMILES = CC(/C=C\F)=C/F
orbital gap = 10.02 eV

Each line ends with the natural charge from an NBO analysis.
Positions of all 13 atoms, in Å:
1 C -2.12 -0.99 -0.33  -0.63
2 C -0.87 -0.19 0.09  -0.12
3 C 0.29 -0.86 0.82  -0.33
4 C 1.51 -0.91 0.23  0.26
5 F 1.83 -0.22 -0.86  -0.32
6 C -0.80 1.17 -0.09  0.24
7 F 0.21 1.91 0.33  -0.32
8 H -2.86 -0.32 -0.77  0.22
9 H -1.81 -1.69 -1.12  0.22
10 H -2.63 -1.43 0.56  0.22
11 H 0.12 -1.38 1.73  0.22
12 H 2.38 -1.35 0.72  0.17
13 H -1.59 1.68 -0.69  0.16



Below is a single C5H6F2 molecule at a distorted geometry, with properties calculated with ωB97M-V with the def2-TZVPD basis set.

Summary:
E_tot = -10710.6037 eV
energy relative to the best compared isomer or geometry (same formula, charge and spin) = 1.144 eV
multiplicity = 3
orbital gap (alpha / beta) = 7.29 / 8.82 eV

Each line ends with the natural charge from an NBO analysis.
Positions of all 13 atoms, in Å:
1 C -0.13 0.91 -0.68  -0.38
2 C 0.73 0.06 -0.20  0.18
3 C -1.53 0.49 -0.36  0.08
4 C -1.20 -0.60 0.67  0.24
5 C 2.02 -0.42 0.08  -0.73
6 F -2.33 1.62 0.03  -0.36
7 F -1.62 -1.83 0.38  -0.32
8 H 0.20 1.89 -1.01  0.24
9 H -2.09 -0.11 -1.20  0.18
10 H -1.01 -0.29 1.76  0.17
11 H 2.58 0.14 0.77  0.23
12 H 2.53 -0.57 -0.86  0.24
13 H 1.85 -1.29 0.61  0.23



Below is 2 unconnected molecules or ions with the total composition C5H6F2I2O at a distorted geometry, with properties calculated with ωB97M-V with the def2-TZVPD basis set.

Summary:
E_tot = -28961.5259 eV
energy relative to the best compared isomer or geometry (same formula, charge and spin) = 2.009 eV
multiplicity = 1
orbital gap = 7.59 eV

Each line ends with the natural charge from an NBO analysis.
Positions of all 16 atoms, in Å:
1 C -0.39 1.88 0.40  -0.31
2 C -0.52 0.56 0.34  -0.11
3 C -0.96 -0.38 1.42  -0.66
4 C 0.77 -1.20 -1.11  0.50
5 C -0.27 -0.06 -0.94  0.32
6 O 1.89 -0.77 0.39  -0.89
7 F 1.61 -1.18 -2.18  -0.29
8 F 0.01 0.86 -1.92  -0.35
9 I -2.23 -0.92 -1.81  0.01
10 I 3.03 0.69 0.28  0.47
11 H -0.03 2.60 -0.29  0.22
12 H -0.32 2.31 1.34  0.20
13 H -0.12 -1.05 1.58  0.24
14 H -1.34 -0.07 2.37  0.24
15 H -1.69 -1.08 1.04  0.23
16 H 0.57 -2.18 -0.90  0.19



Below is a gas-phase ion, C5H6F2N2OP (charge +1) at a distorted geometry, with properties calculated with ωB97M-V with the def2-TZVPD basis set.

Summary:
E_tot = -25025.2508 eV
net charge = +1
energy relative to the best compared isomer or geometry (same formula, charge and spin) = 0.426 eV
multiplicity = 1
SMILES = [NH2+]=c1c(O)c(P)[nH]c(F)c1F
orbital gap = 9.00 eV

Each line ends with the natural charge from an NBO analysis.
Positions of all 17 atoms, in Å:
1 N -1.09 -2.35 -0.04  -0.73
2 C -0.83 -1.00 -0.12  0.22
3 C 0.57 -0.54 -0.02  0.22
4 O 1.53 -1.50 0.07  -0.64
5 C 0.91 0.76 -0.15  -0.12
6 P 2.64 1.32 -0.10  0.36
7 N -0.26 1.76 -0.16  -0.51
8 C -1.52 1.35 -0.11  0.63
9 F -2.40 2.35 -0.10  -0.25
10 C -1.85 -0.02 -0.07  0.22
11 F -3.11 -0.41 -0.21  -0.27
12 H -0.44 -3.05 -0.21  0.43
13 H -2.08 -2.76 0.15  0.44
14 H 2.35 -1.26 -0.22  0.50
15 H 2.84 0.32 0.82  0.00
16 H 2.55 2.39 0.78  0.03
17 H 0.17 2.65 -0.32  0.46



Below is a molecular structure, C5H6F2O5Pt at a distorted geometry, with properties calculated with ωB97M-V with the def2-TZVPD basis set.

Summary:
E_tot = -24177.0607 eV
net charge = +2
energy relative to the best compared isomer or geometry (same formula, charge and spin) = 0.258 eV
multiplicity = 5
orbital gap (alpha / beta) = 9.43 / 8.84 eV

Each line ends with the natural charge from an NBO analysis.
Positions of all 19 atoms, in Å:
1 Pt 0.53 -0.30 -0.01  1.33
2 O 0.44 -3.28 2.91  -0.56
3 C 0.57 -2.21 2.21  0.82
4 O 0.21 -2.12 1.03  -0.63
5 C 1.26 -1.08 2.94  -0.19
6 O 1.19 0.12 2.12  -0.54
7 C 0.64 1.25 2.68  -0.07
8 C -1.85 1.10 1.46  1.06
9 O -2.51 1.75 2.13  -0.32
10 O -1.45 0.36 0.61  -0.64
11 H 0.04 -4.02 2.41  0.55
12 H 2.32 -1.33 3.08  0.29
13 H 0.80 -0.91 3.91  0.27
14 H 0.90 2.16 2.14  0.22
15 H 0.48 1.25 3.75  0.21
16 F 2.03 1.43 -1.73  -0.23
17 C 1.75 0.15 -1.82  0.44
18 F 2.80 -0.60 -1.60  -0.23
19 H 1.15 -0.12 -2.70  0.23



Below is 2 unconnected molecules or ions with the total composition C5H6F3NO at a distorted geometry, with properties calculated with ωB97M-V with the def2-TZVPD basis set.

Summary:
E_tot = -16968.7643 eV
energy relative to the best compared isomer or geometry (same formula, charge and spin) = 2.952 eV
multiplicity = 1
orbital gap = 8.40 eV

Each line ends with the natural charge from an NBO analysis.
Positions of all 16 atoms, in Å:
1 C -0.27 -1.92 -0.09  0.08
2 C -1.62 -1.23 -0.26  -0.14
3 C 0.01 0.10 0.37  0.38
4 C 1.12 1.11 -1.30  -0.63
5 C 0.44 1.10 1.41  0.93
6 N 0.58 -1.09 0.34  -0.43
7 O -1.34 0.10 0.05  -0.48
8 F -0.13 2.23 1.10  -0.31
9 F -0.14 0.71 2.56  -0.33
10 F 1.75 1.31 1.53  -0.30
11 H 0.06 -2.92 -0.34  0.21
12 H -1.95 -1.20 -1.45  0.19
13 H -2.39 -1.87 0.30  0.21
14 H 2.08 0.83 -0.94  0.19
15 H 0.84 2.19 -1.03  0.22
16 H 0.97 0.57 -2.24  0.20



Below is a single C5H6FNO molecule at a distorted geometry, with properties calculated with ωB97M-V with the def2-TZVPD basis set.

Summary:
E_tot = -11535.3675 eV
energy relative to the best compared isomer or geometry (same formula, charge and spin) = 2.790 eV
multiplicity = 1
SMILES = [H]/N=C1\CCOC=C1F
orbital gap = 9.73 eV

Each line ends with the natural charge from an NBO analysis.
Positions of all 14 atoms, in Å:
1 H 0.47 -2.98 0.02  0.35
2 N 1.05 -2.15 0.10  -0.61
3 C 0.48 -1.05 -0.02  0.30
4 C -0.93 -0.62 -0.30  -0.53
5 C -1.25 0.73 0.33  -0.06
6 O -0.40 1.79 -0.08  -0.49
7 C 0.93 1.55 -0.08  0.04
8 C 1.48 0.35 0.01  0.25
9 F 2.80 0.13 0.02  -0.31
10 H -1.03 -0.55 -1.38  0.24
11 H -1.63 -1.37 0.07  0.23
12 H -2.25 1.06 0.04  0.20
13 H -1.21 0.65 1.42  0.18
14 H 1.50 2.46 -0.17  0.20



Below is a molecular structure, C5H6FNO at a distorted geometry, with properties calculated with ωB97M-V with the def2-TZVPD basis set.

Summary:
E_tot = -11532.3272 eV
energy relative to the best compared isomer or geometry (same formula, charge and spin) = 5.830 eV
multiplicity = 1
orbital gap = 11.02 eV

Each line ends with the natural charge from an NBO analysis.
Positions of all 14 atoms, in Å:
1 C -1.38 0.29 -0.11  0.21
2 C -0.26 0.70 1.03  0.05
3 C -0.19 0.22 -0.95  0.01
4 C 0.63 -0.88 -0.53  -0.15
5 C 0.60 -0.53 0.86  -0.13
6 H -2.08 1.16 -0.28  0.20
7 H -0.43 1.13 1.89  0.20
8 H -0.31 0.65 -1.98  0.21
9 H 0.50 -1.73 -1.21  0.22
10 H 1.91 0.51 -0.15  0.36
11 H 0.72 -1.42 1.61  0.24
12 N 1.88 -0.49 -0.03  -0.54
13 O 0.28 1.38 -0.24  -0.52
14 F -1.86 -0.99 0.08  -0.36



Below is a single C5H6FNO molecule at a distorted geometry, with properties calculated with ωB97M-V with the def2-TZVPD basis set.

Summary:
E_tot = -11534.4934 eV
energy relative to the best compared isomer or geometry (same formula, charge and spin) = 3.664 eV
multiplicity = 1
SMILES = Cc1noc(C)c1F
orbital gap = 9.89 eV

Each line ends with the natural charge from an NBO analysis.
Positions of all 14 atoms, in Å:
1 C 2.59 -0.15 -0.10  -0.63
2 C 1.11 -0.37 -0.13  0.07
3 N 0.50 -1.51 -0.39  -0.15
4 O -0.82 -1.39 -0.20  -0.24
5 C -1.13 -0.14 0.01  0.28
6 C -2.60 0.24 0.13  -0.68
7 C 0.16 0.59 0.15  0.25
8 F 0.20 1.93 0.48  -0.32
9 H 3.05 -0.68 -0.80  0.23
10 H 2.94 0.95 -0.32  0.23
11 H 2.95 -0.48 0.86  0.23
12 H -2.86 1.27 0.60  0.25
13 H -3.12 0.40 -0.86  0.24
14 H -2.98 -0.67 0.57  0.24



Below is a single C5H6IN molecule at a distorted geometry, with properties calculated with ωB97M-V with the def2-TZVPD basis set.

Summary:
E_tot = -14869.8051 eV
energy relative to the best compared isomer or geometry (same formula, charge and spin) = 2.370 eV
multiplicity = 1
orbital gap = 8.01 eV

Each line ends with the natural charge from an NBO analysis.
Positions of all 13 atoms, in Å:
1 C 1.09 -0.12 0.28  -0.10
2 C -0.27 -0.06 -0.18  -0.08
3 C -0.91 -1.22 -0.44  -0.36
4 C 1.68 -2.45 0.43  0.02
5 C -0.86 1.30 -0.37  -0.64
6 N 1.58 -1.26 0.57  -0.26
7 I -2.86 -1.33 -1.20  0.12
8 H 1.69 0.77 0.39  0.21
9 H 1.65 -3.20 1.19  0.19
10 H -0.45 -2.19 -0.32  0.21
11 H -0.38 2.02 0.29  0.22
12 H -1.93 1.29 -0.16  0.23
13 H -0.73 1.63 -1.40  0.23